Computed, not measured: an isolated ion of composition C41H41N2O2 and charge +1, with the ωB97M-V functional and the def2-TZVPD basis.

Geometry as XYZ:
```
86
Properties=species:S:1:pos:R:3
C -7.936 -1.959 -3.811
C -7.248 -0.994 -3.181
C -6.245 -0.118 -3.891
C -5.244 0.505 -2.905
N -3.867 0.248 -3.355
C -3.714 0.858 -4.742
C -4.615 0.168 -5.751
C -5.483 -0.893 -5.027
C -4.533 -1.923 -4.405
C -3.614 -1.207 -3.406
C -2.122 -1.395 -3.745
O -1.878 -2.764 -3.458
C -1.155 -0.478 -3.042
C -1.510 0.162 -1.877
C -0.547 0.812 -1.115
N 0.750 0.879 -1.512
C 1.741 1.536 -0.699
C 1.266 1.649 0.707
C 1.592 0.868 1.774
C 0.935 1.172 3.074
C 0.594 2.495 3.413
C -0.003 2.788 4.642
C -0.314 1.753 5.533
C -0.022 0.424 5.191
C 0.611 0.138 3.979
C 2.575 -0.251 1.713
C 2.726 -1.097 0.595
C 3.733 -2.065 0.565
C 4.571 -2.250 1.670
C 4.408 -1.442 2.803
C 3.431 -0.449 2.815
C 2.118 2.911 -1.275
C 3.370 3.136 -1.851
C 3.627 4.330 -2.530
C 2.706 5.380 -2.441
C 1.514 5.206 -1.730
C 1.187 3.948 -1.201
C 1.132 0.328 -2.737
C 2.461 0.400 -3.198
C 2.791 0.090 -4.504
C 1.808 -0.485 -5.354
O 2.140 -0.644 -6.660
C 1.150 -1.184 -7.566
C 0.538 -0.801 -4.829
C 0.164 -0.342 -3.544
H -8.697 -2.542 -3.293
H -7.799 -2.149 -4.879
H -7.428 -0.743 -2.126
H -6.759 0.725 -4.388
H -5.353 0.122 -1.882
H -5.381 1.595 -2.881
H -2.656 0.823 -5.034
H -3.995 1.915 -4.640
H -4.013 -0.303 -6.535
H -5.266 0.916 -6.221
H -6.194 -1.358 -5.712
H -3.934 -2.403 -5.188
H -5.075 -2.711 -3.868
H -3.808 -1.581 -2.382
H -2.057 -1.223 -4.840
H -0.925 -2.957 -3.528
H -2.552 0.172 -1.560
H -0.829 1.250 -0.162
H 2.651 0.949 -0.680
H 0.521 2.436 0.883
H 0.834 3.304 2.723
H -0.214 3.828 4.896
H -0.795 1.983 6.485
H -0.274 -0.390 5.871
H 0.850 -0.896 3.720
H 2.029 -1.007 -0.244
H 3.862 -2.674 -0.329
H 5.350 -3.012 1.649
H 5.047 -1.573 3.673
H 3.333 0.193 3.692
H 4.138 2.362 -1.797
H 4.551 4.441 -3.107
H 2.930 6.340 -2.906
H 0.823 6.036 -1.582
H 0.222 3.797 -0.713
H 3.265 0.735 -2.547
H 3.783 0.296 -4.894
H 1.660 -1.185 -8.530
H 0.872 -2.210 -7.278
H 0.252 -0.548 -7.610
H -0.202 -1.296 -5.466
```

charge	+1
LUMO	-0.1451	Ha
SMILES string	C=C[C@H]1CN2CC[C@H]1C[C@H]2[C@H](O)c1cc[n+]([C@H](C=C(c2ccccc2)c2ccccc2)c2ccccc2)c2ccc(OC)cc12
HOMO-LUMO gap	0.2504	Eh


Computed, not measured: C3H7CsNO9S2 as an isolated structure, with the ωB97M-V functional and the def2-TZVPD basis.

Geometry as XYZ:
```
23
Properties=species:S:1:pos:R:3
Cs -0.426 1.966 -1.443
S -3.348 1.862 -3.876
O -3.222 1.896 -2.378
O -4.046 3.106 -4.343
O -1.956 1.810 -4.434
O -4.121 0.670 -4.311
S -0.049 -1.822 -1.473
O 0.913 -2.755 -0.795
O -0.543 -0.840 -0.418
O 0.640 -0.998 -2.504
O -1.185 -2.568 -2.026
C 2.009 0.997 3.152
C 1.248 0.745 1.848
O 0.943 1.684 1.095
N 0.905 -0.498 1.549
C 1.296 -1.721 2.203
H 1.557 0.429 3.967
H 1.886 2.053 3.395
H 3.064 0.752 3.047
H 0.300 -0.632 0.636
H 2.185 -1.581 2.827
H 1.453 -2.461 1.416
H 0.498 -2.092 2.864
```

charge	-3
LUMO	0.2037	Ha
HOMO-LUMO gap	0.1210	Eh


Computed, not measured: a 2-piece molecular cluster, C2O2S overall, with the ωB97M-V functional and the def2-TZVPD basis.

Geometry as XYZ:
```
5
Properties=species:S:1:pos:R:3
C 0.863 0.254 -1.131
C -0.531 0.031 1.471
O 0.358 0.231 -2.169
O -0.774 -0.440 0.411
S -0.160 0.754 2.821
```

LUMO	0.0224	Ha
HOMO-LUMO gap	0.4223	Eh


Computed, not measured: C44H40BrN5O11S2SiTi as an isolated structure, with the ωB97M-V functional and the def2-TZVPD basis.

Geometry as XYZ:
```
105
Properties=species:S:1:pos:R:3
Ti 0.082 -0.121 -0.547
C 0.419 3.176 -2.888
C -0.807 3.275 -2.047
N -1.097 2.483 -1.059
C -2.293 2.820 -0.471
C -2.926 3.890 -1.024
S -1.996 4.493 -2.326
C -2.778 2.023 0.662
C -4.078 1.711 0.889
S -4.183 0.632 2.210
C -2.466 0.687 2.389
N -1.871 1.451 1.527
C -1.769 -0.094 3.452
H 0.443 2.228 -3.426
H 1.299 3.214 -2.248
H 0.472 3.999 -3.601
H -3.849 4.345 -0.707
H -4.931 1.965 0.283
H -1.780 0.442 4.403
H -0.736 -0.252 3.152
H -2.243 -1.067 3.594
O -0.905 -2.847 -0.790
C -0.671 -3.422 0.495
C -0.020 -2.389 1.449
O 0.343 -2.710 2.559
O 0.015 -1.156 1.025
C 0.166 -4.682 0.325
C -0.414 -5.738 -0.377
C 0.306 -6.889 -0.647
C 1.620 -7.001 -0.212
C 2.203 -5.954 0.484
C 1.482 -4.796 0.751
C -2.019 -3.710 1.156
C -2.103 -4.630 2.197
C -3.305 -4.831 2.855
C -4.434 -4.110 2.485
C -4.348 -3.187 1.455
C -3.144 -2.982 0.794
H -0.190 -3.141 -1.371
H -1.441 -5.646 -0.711
H -0.158 -7.699 -1.196
H 2.188 -7.898 -0.421
H 3.230 -6.029 0.816
H 1.951 -3.985 1.288
H -1.220 -5.179 2.499
H -3.360 -5.551 3.663
H -5.373 -4.269 3.000
H -5.214 -2.608 1.159
H -3.091 -2.248 0.006
C 4.924 3.024 0.661
C 3.944 1.970 0.136
C 4.424 0.594 0.626
C 3.925 1.970 -1.398
Si 2.201 2.223 0.819
O 1.187 1.138 0.108
C 1.493 3.941 0.539
C 0.246 4.196 1.122
C -0.390 5.416 0.957
C 0.213 6.418 0.207
C 1.451 6.191 -0.373
C 2.082 4.963 -0.205
C 2.212 1.909 2.663
C 1.861 0.664 3.187
C 1.922 0.420 4.552
C 2.340 1.421 5.418
C 2.694 2.666 4.916
C 2.627 2.906 3.551
H 5.935 2.783 0.314
H 4.949 3.036 1.753
H 4.692 4.034 0.319
H 5.409 0.379 0.194
H 3.751 -0.207 0.324
H 4.522 0.573 1.714
H 4.916 1.699 -1.781
H 3.677 2.954 -1.805
H 3.212 1.244 -1.794
H -0.246 3.413 1.690
H -1.363 5.581 1.405
H -0.284 7.371 0.072
H 1.927 6.966 -0.963
H 3.041 4.806 -0.683
H 1.538 -0.129 2.522
H 1.640 -0.555 4.930
H 2.387 1.233 6.484
H 3.016 3.452 5.589
H 2.885 3.891 3.174
Br 1.987 -1.672 -1.288
O -3.156 -2.440 -7.229
N -3.576 -2.171 -6.118
O -4.727 -2.343 -5.764
C -2.640 -1.599 -5.151
C -3.096 -1.292 -3.877
C -2.207 -0.755 -2.960
C -0.856 -0.468 -3.314
O -0.049 0.083 -2.470
C -0.474 -0.805 -4.624
C -1.337 -1.385 -5.540
N 0.887 -0.532 -5.090
O 1.446 0.467 -4.687
O 1.362 -1.311 -5.898
N -2.679 -0.444 -1.687
O -3.898 -0.545 -1.414
O -1.841 -0.241 -0.669
H -4.118 -1.469 -3.586
H -0.993 -1.643 -6.528
```

charge	-1
LUMO (spin up / spin down)	0.0575 / 0.0606	Ha
HOMO-LUMO gap (spin up / spin down)	0.2324 / 0.2899	Eh
⟨S²⟩	0.7702
2S+1	2


Computed, not measured: C5H19BClFeO6P as an isolated structure, with the ωB97M-V functional and the def2-TZVPD basis.

Geometry as XYZ:
```
34
Properties=species:S:1:pos:R:3
Fe 33.177 24.049 11.449
Cl 32.474 25.666 13.095
B 32.054 22.390 12.136
H 31.324 23.289 12.317
H 31.641 21.340 12.299
H 32.253 22.482 11.013
H 32.980 22.648 12.759
C 25.844 23.960 12.442
O 27.170 23.783 11.877
P 27.927 24.995 11.169
O 29.162 24.559 10.512
O 26.801 25.569 10.183
C 27.156 26.073 8.894
O 27.973 26.089 12.350
C 28.957 27.132 12.281
H 25.144 23.379 11.846
H 25.624 25.025 12.424
H 25.803 23.582 13.460
H 26.431 26.827 8.594
H 27.199 25.325 8.104
H 28.136 26.552 8.931
H 29.288 27.307 11.256
H 29.804 26.927 12.932
H 28.412 28.022 12.593
C 31.571 28.002 16.230
C 32.707 27.255 16.901
O 32.753 25.862 16.587
O 31.816 28.372 14.865
H 31.338 28.896 16.810
H 30.632 27.441 16.308
H 32.473 27.250 17.968
H 33.672 27.746 16.765
H 32.578 25.718 15.656
H 32.110 27.570 14.414
```

charge	+1
LUMO (spin up / spin down)	-0.2475 / -0.3554	Ha
HOMO-LUMO gap (spin up / spin down)	0.2329 / 0.1198	Eh
⟨S²⟩	8.7665
2S+1	6


Computed, not measured: C35H42AsI2N4O2PPb as an isolated structure, with the ωB97M-V functional and the def2-TZVPD basis.

Geometry as XYZ:
```
88
Properties=species:S:1:pos:R:3
Pb -0.338 0.308 -0.009
C -0.742 0.403 -4.629
C -0.243 0.915 -3.301
O 0.383 0.133 -2.571
C -0.577 2.282 -2.927
C 0.267 2.995 -1.954
C 0.711 4.390 -2.285
N 0.571 2.438 -0.837
N 1.392 3.149 0.025
C 1.251 2.706 1.244
O 0.447 1.786 1.636
C 2.129 3.329 2.282
C 3.105 2.553 2.898
C 3.909 3.094 3.888
C 3.734 4.417 4.276
C 2.761 5.193 3.664
C 1.963 4.652 2.664
H 0.078 -0.102 -5.137
H -1.152 1.187 -5.261
H -1.520 -0.339 -4.438
H -0.871 2.893 -3.771
H 0.602 4.592 -3.349
H 1.742 4.538 -1.971
H 0.108 5.111 -1.727
H 3.237 1.521 2.590
H 4.676 2.489 4.356
H 4.359 4.842 5.051
H 2.622 6.223 3.965
H 1.206 5.254 2.178
N 1.158 -1.295 2.985
P -0.451 -0.687 2.936
C -0.496 0.344 4.434
C -1.704 0.526 5.106
C -1.781 1.405 6.174
C -0.658 2.116 6.577
C 0.543 1.947 5.906
C 0.622 1.066 4.837
C -1.451 -2.119 3.441
C -1.118 -2.967 4.498
C -1.948 -4.021 4.838
C -3.132 -4.226 4.137
C -3.477 -3.381 3.096
C -2.634 -2.333 2.742
C 2.182 -1.037 2.098
C 3.501 -1.345 2.479
C 4.534 -1.072 1.614
C 4.262 -0.497 0.374
C 2.945 -0.246 0.067
N 1.925 -0.515 0.895
H 1.493 -1.659 3.866
H -2.589 -0.018 4.797
H -2.723 1.539 6.690
H -0.724 2.806 7.408
H 1.420 2.513 6.196
H 1.554 0.969 4.297
H -0.210 -2.799 5.068
H -1.680 -4.679 5.655
H -3.785 -5.045 4.411
H -4.399 -3.534 2.548
H -2.908 -1.679 1.919
H 3.690 -1.780 3.452
H 5.552 -1.299 1.904
H 5.044 -0.253 -0.330
H 2.666 0.192 -0.887
C -1.424 -5.350 1.366
C -0.251 -5.066 0.437
As -0.205 -3.180 -0.111
C -1.776 -3.090 -1.300
C -2.068 -4.314 -2.155
C 1.212 -3.277 -1.474
C 2.542 -3.719 -0.873
H -1.473 -6.408 1.631
H -2.379 -5.082 0.907
H -1.342 -4.776 2.292
H -0.276 -5.698 -0.454
H 0.693 -5.263 0.948
H -1.596 -2.212 -1.929
H -2.635 -2.835 -0.673
H -1.204 -4.608 -2.754
H -2.891 -4.118 -2.845
H -2.353 -5.172 -1.545
H 1.289 -2.276 -1.906
H 0.905 -3.948 -2.279
H 2.813 -3.107 -0.010
H 3.354 -3.638 -1.598
H 2.505 -4.757 -0.541
I -2.684 1.801 -1.808
I -4.625 0.606 0.045
```

LUMO	-0.0176	Ha
HOMO-LUMO gap	0.2537	Eh


Computed, not measured: a 2-piece molecular cluster, C2H4IN overall, with the ωB97M-V functional and the def2-TZVPD basis.

Geometry as XYZ:
```
8
Properties=species:S:1:pos:R:3
C -0.121 -1.572 -0.269
C -0.124 1.643 0.446
N -1.074 -0.806 -0.256
I 1.738 1.340 -0.389
H -0.171 -2.432 -0.912
H 0.761 -1.204 0.286
H -0.868 1.839 -0.307
H -0.142 1.192 1.400
```

LUMO (spin up / spin down)	0.0186 / -0.0336	Ha
HOMO-LUMO gap (spin up / spin down)	0.3152 / 0.3243	Eh
⟨S²⟩	2.0168
2S+1	3


Computed, not measured: an isolated molecule of C2H3ClFNOS, with the ωB97M-V functional and the def2-TZVPD basis.

Geometry as XYZ:
```
10
Properties=species:S:1:pos:R:3
C 1.036 0.507 -0.209
N -0.306 -0.095 0.081
S -1.619 0.714 0.982
Cl -2.126 2.300 -0.154
C -0.310 -1.453 0.027
O 0.633 -2.077 -0.383
F -1.481 -2.012 0.392
H 1.170 1.534 0.362
H 1.842 -0.130 0.147
H 1.160 0.711 -1.245
```

LUMO	-0.0070	Ha
SMILES string	CN(SCl)C(=O)F
HOMO-LUMO gap	0.3428	Eh


Computed, not measured: an isolated molecule of C4H9NO, with the ωB97M-V functional and the def2-TZVPD basis.

Geometry as XYZ:
```
15
Properties=species:S:1:pos:R:3
C -0.739 2.244 0.154
N -0.672 0.842 0.661
C -0.229 -0.095 -0.361
C 0.516 -1.243 0.383
C 1.247 -2.194 -0.510
O 0.827 -2.595 -1.559
H 0.264 2.646 0.199
H -1.333 2.738 0.928
H -0.927 2.229 -0.932
H -1.455 0.587 1.232
H 0.370 0.310 -1.182
H -1.013 -0.500 -1.023
H 1.176 -0.703 1.070
H -0.242 -1.726 0.996
H 2.211 -2.541 -0.054
```

LUMO	0.0350	Ha
SMILES string	CNCCC=O
HOMO-LUMO gap	0.3523	Eh


Computed, not measured: an isolated molecule of C7H14N, with the ωB97M-V functional and the def2-TZVPD basis.

Geometry as XYZ:
```
22
Properties=species:S:1:pos:R:3
C -1.869 0.802 0.614
C -0.359 0.723 0.962
C 0.440 -0.303 0.234
C 0.727 -1.560 1.007
C 2.233 -0.712 -1.369
C 1.247 0.093 -0.869
C 0.829 1.309 -1.681
N -2.660 -0.346 0.973
H -1.738 0.982 -0.482
H -2.355 1.618 1.151
H -0.349 0.523 2.072
H 0.170 1.725 0.682
H -0.185 -2.171 1.208
H 1.084 -1.363 2.034
H 2.325 -1.746 -1.002
H 2.805 -0.438 -2.274
H 1.370 1.370 -2.614
H 1.172 2.175 -1.087
H -0.235 1.330 -1.930
H -3.641 -0.221 1.145
H 1.348 -2.306 0.536
H -2.494 -1.162 0.398
```

LUMO (spin up / spin down)	0.0384 / 0.0021	Ha
HOMO-LUMO gap (spin up / spin down)	0.2978 / 0.3285	Eh
⟨S²⟩	0.7823
2S+1	2


Computed, not measured: an isolated ion of composition C12H17N2 and charge +1, with the ωB97M-V functional and the def2-TZVPD basis.

Geometry as XYZ:
```
31
Properties=species:S:1:pos:R:3
C -0.739 3.141 -0.104
C -0.147 2.118 0.714
C 1.302 2.302 1.073
C -0.794 1.108 1.257
C -1.695 0.359 1.816
C -2.076 -0.995 1.224
C -1.329 -2.268 1.742
C -0.063 -2.588 1.031
C 0.313 -2.171 -0.136
N 0.768 -1.632 -1.140
C 0.470 -1.805 -2.489
C 0.944 -0.800 -3.138
N 1.592 0.074 -2.376
C 1.638 -0.500 -1.061
H -1.792 3.126 -0.074
H -0.485 2.856 -1.121
H -0.463 4.199 0.028
H 1.447 3.349 1.211
H 1.942 1.873 0.241
H 1.551 1.628 1.926
H -1.870 0.472 2.873
H -3.129 -1.073 1.283
H -1.909 -0.954 -0.017
H -1.999 -3.028 1.594
H -1.157 -2.133 2.765
H 0.551 -3.410 1.430
H -0.144 -2.752 -2.719
H 0.771 -0.727 -4.164
H 2.208 0.858 -2.735
H 2.711 -0.799 -0.726
H 1.584 0.170 -0.208
```

charge	+1
LUMO	-0.1308	Ha
SMILES string	CC(C)=C=CCCC=C=[N+]1C=CNC1
HOMO-LUMO gap	0.3043	Eh